No. 1
Below is a single C7H5NO4 molecule, with properties calculated with wB97M-V/def2-TZVPD.

```
17
Properties=species:S:1:pos:R:3
C -0.47 1.97 -0.05
C 0.36 0.69 0.07
C 1.71 0.71 -0.01
C 2.36 -0.48 0.03
C 1.63 -1.75 0.12
C -0.30 -0.58 0.06
C -1.80 -0.87 0.21
H -1.98 2.82 -0.38
H 2.35 1.62 -0.22
H 3.41 -0.52 0.14
H 2.07 -2.71 -0.03
H -3.22 -1.88 -0.20
N 0.32 -1.71 0.11
O -1.74 1.83 -0.42
O 0.02 3.01 0.22
O -2.30 -1.74 -0.73
O -2.43 -0.41 1.10
```

* spin multiplicity: 1
* SMILES: O=C(O)c1cccnc1C(=O)O
* charge: 0


No. 2
Below is a single C7H5NS molecule, with properties calculated with wB97M-V/def2-TZVPD.

```
14
Properties=species:S:1:pos:R:3
C -1.32 -2.06 0.19
C -0.28 0.34 -1.12
C 2.55 1.14 -0.67
C 0.44 -0.04 0.14
C 1.75 0.56 0.03
C -0.50 0.03 1.30
C -0.33 -1.32 0.95
N -2.04 -2.81 -0.26
S 0.35 1.21 -2.39
H -1.28 -0.10 -1.34
H 3.30 1.68 -1.07
H -0.01 0.52 2.21
H -1.36 0.53 0.98
H 0.51 -1.99 1.23
```

* spin multiplicity: 1
* SMILES: C#C[C@]1(C=S)C[C@H]1C#N
* charge: 0


Calculated total energy list, top to bottom, in eV: -17019.724 -19659.738
LUMO energy list, top to bottom, in eV: -0.119 -0.633